{"formula": "C25H26AsN4O5PbS5", "method": "the ωB97M-V functional and the def2-TZVPD basis", "elements": ["Pb", "O", "C", "C", "C", "N", "C", "C", "C", "O", "O", "C", "O", "O", "H", "H", "H", "S", "As", "S", "S", "S", "N", "S", "C", "C", "C", "C", "C", "C", "C", "C", "C", "C", "C", "C", "H", "H", "H", "H", "H", "H", "H", "H", "H", "H", "H", "C", "C", "N", "C", "C", "N", "C", "C", "H", "H", "H", "H", "H", "H", "H", "H", "H", "H", "H", "H"], "xyz": [[-1.4678, 1.4004, 0.6061], [2.5141, 6.5384, 0.2390], [1.6026, 5.5255, 0.2379], [1.0440, 5.0252, -0.8911], [0.1988, 3.9231, -0.7238], [-0.0912, 3.4528, 0.4622], [0.3685, 4.0227, 1.5790], [1.3401, 5.0167, 1.5487], [-0.2036, 3.5223, 2.8712], [0.2750, 3.9297, 3.9415], [-1.1913, 2.6983, 2.7441], [-0.4362, 3.1914, -1.8994], [0.0047, 3.4197, -3.0308], [-1.3739, 2.3761, -1.5712], [2.6925, 6.9557, -0.6168], [1.2766, 5.3572, -1.9159], [1.7595, 5.4284, 2.4544], [-5.7943, -0.7719, 3.5227], [-4.5208, -2.3487, 2.4176], [-4.3027, 0.1647, 0.5412], [-5.1799, 0.7707, 2.2129], [-3.1630, -3.0798, 3.8350], [-0.5100, -0.1691, -1.4678], [0.2031, -1.4975, -2.0332], [1.4201, -1.1329, -3.2775], [1.8284, -2.1453, -4.1315], [2.9483, -1.9379, -4.9169], [3.6058, -0.7223, -4.9611], [3.0973, 0.3113, -4.1787], [1.9663, 0.1586, -3.3945], [-1.0554, -2.4098, -2.9152], [-1.4622, -2.0173, -4.1783], [-2.4434, -2.7666, -4.7720], [-2.9238, -3.9325, -4.1906], [-2.4521, -4.3549, -2.9915], [-1.5445, -3.5307, -2.2741], [-0.9394, 0.2947, -2.2786], [1.2743, -3.1143, -4.0746], [3.2764, -2.7525, -5.5572], [4.4827, -0.5242, -5.5742], [3.5469, 1.2902, -4.2431], [1.5544, 1.0090, -2.8180], [-1.1331, -1.0914, -4.6486], [-2.8182, -2.4041, -5.7035], [-3.7039, -4.4166, -4.7697], [-2.8691, -5.2574, -2.5076], [-1.3429, -3.6850, -1.2139], [-0.7476, -0.0656, 3.8169], [-0.2001, -0.7269, 5.1256], [0.9996, -1.5842, 4.8482], [2.0181, -0.6905, 4.1674], [1.4545, 0.0725, 2.9205], [0.0794, -0.3766, 2.5689], [0.1334, -1.8615, 2.4595], [0.4817, -2.5706, 3.8248], [-0.7980, 0.9839, 4.0000], [-1.7345, -0.5125, 3.6151], [-1.0036, -1.3006, 5.6109], [0.1985, 0.0120, 5.8115], [2.8770, -1.3928, 3.8707], [2.4758, -0.0132, 4.9059], [2.1487, -0.1063, 2.1070], [1.4040, 1.1339, 3.1511], [0.9051, -2.1041, 1.6830], [-0.8300, -2.2477, 2.1223], [1.2211, -3.3579, 3.6809], [-0.4406, -3.0115, 4.2173]], "forces_ev_per_angstrom": [[-0.014, -0.487, 0.459], [0.332, 0.524, -0.012], [1.373, 0.756, 2.074], [-0.594, -0.947, -1.311], [0.410, 0.440, -0.434], [-0.462, 0.099, 0.378], [1.269, 0.575, -0.020], [-1.236, -0.272, -1.755], [-1.066, -0.924, 1.486], [-0.068, -0.153, -0.919], [0.869, 0.753, -0.271], [-0.395, -0.475, -0.384], [-0.157, -0.082, 0.476], [0.398, 0.786, -0.476], [-0.417, -0.537, 0.077], [-0.149, -0.059, 0.688], [-0.012, 0.039, -0.109], [0.841, -0.820, -0.707], [0.411, 0.175, 0.807], [0.298, -1.127, -0.630], [-0.801, 1.494, 1.076], [-0.837, 0.263, -0.652], [0.766, -0.803, -0.778], [-0.983, 0.949, 1.608], [-0.378, 0.914, -0.974], [-0.201, -0.725, 0.880], [0.103, -0.831, -0.987], [-0.259, 0.440, 0.621], [-0.101, 0.403, -0.494], [-0.218, -0.405, 1.019], [1.220, -0.031, 0.030], [-0.344, 0.232, 0.144], [0.233, 0.297, -0.138], [-0.482, 0.405, -1.600], [0.094, -0.230, 2.222], [-0.895, -0.491, -0.588], [-0.005, 0.293, 0.421], [0.810, 0.793, -0.297], [0.049, 0.081, 0.059], [-0.207, -0.326, 0.064], [0.077, 0.129, 0.037], [0.229, -0.672, -0.341], [0.225, -0.260, 0.189], [-0.400, -0.085, -0.533], [0.097, -0.464, 0.412], [0.339, 0.615, -0.323], [0.304, -0.285, -0.382], [-0.079, -1.636, -0.237], [1.039, -0.148, -0.506], [-0.965, 0.308, -1.600], [0.614, -1.768, 0.076], [-0.118, -0.392, 0.707], [0.477, -0.294, 2.043], [0.703, -0.192, -0.202], [0.388, 1.050, -0.029], [-0.271, 0.703, -0.472], [0.120, 0.540, 0.032], [0.443, 0.015, -0.058], [-0.381, 0.419, 0.222], [-1.171, 0.889, 0.207], [-0.477, -0.103, -0.136], [-0.100, 0.143, -0.455], [0.005, 0.168, -0.156], [-0.611, 0.176, 0.533], [-0.033, 0.188, -0.140], [0.049, -0.040, -0.058], [0.306, 0.010, 0.121]], "homo_ev": -4.01, "e_lumo_ha": 0.046, "orbital_gap_ev": 5.3, "relative_energy_kcal_mol": 24.10, "charge": -1}